# 1
# C28H55O2Si4Sn

A structure of composition C28H55O2Si4Sn (wB97M-V/def2-TZVPD, the OMol25 dataset).

Geometry (Å):
O (-0.24, -0.72, -7.98)
C (-1.32, -1.53, -8.53)
C (-0.70, -1.64, -9.92)
H (-2.27, -0.98, -8.53)
H (-1.42, -2.48, -8.01)
C (0.42, -0.74, -9.29)
H (-1.26, -1.16, -10.72)
H (-0.36, -2.65, -10.18)
C (0.49, 0.63, -9.92)
H (-0.50, 1.09, -10.00)
H (0.91, 0.55, -10.94)
H (1.14, 1.29, -9.33)
C (1.78, -1.40, -9.23)
H (1.72, -2.40, -8.78)
H (2.46, -0.78, -8.62)
H (2.20, -1.50, -10.24)
Sn (-0.32, 0.18, 0.59)
C (1.66, -1.73, 1.21)
C (0.24, -2.08, 1.32)
C (-0.17, -2.57, 0.02)
H (-0.32, -2.20, 2.23)
C (0.94, -2.50, -0.83)
C (2.05, -1.99, -0.12)
H (3.06, -1.90, -0.51)
H (2.30, -1.41, 2.04)
H (-1.16, -2.97, -0.20)
H (0.98, -2.87, -1.86)
C (1.12, 2.19, 0.95)
C (2.18, 1.72, 0.11)
C (1.75, 1.83, -1.23)
H (3.18, 1.43, 0.45)
C (0.44, 2.37, -1.25)
C (0.04, 2.64, 0.08)
H (-0.85, 3.19, 0.41)
H (1.20, 2.39, 2.02)
H (2.36, 1.63, -2.11)
H (-0.13, 2.60, -2.15)
O (-0.37, -0.30, -2.29)
C (0.53, -0.33, -3.41)
C (-0.12, -1.13, -4.52)
H (1.50, -0.73, -3.07)
H (0.70, 0.70, -3.75)
C (-1.61, -0.88, -4.26)
H (0.10, -2.20, -4.39)
H (0.19, -0.83, -5.52)
C (-1.67, -0.76, -2.74)
H (-2.26, -1.66, -4.64)
H (-1.89, 0.07, -4.72)
H (-1.86, -1.75, -2.28)
H (-2.44, -0.06, -2.37)
C (-1.65, 3.59, 3.68)
Si (-2.06, 1.81, 4.09)
C (-2.64, 1.70, 5.88)
C (-3.47, 1.29, 2.96)
Si (-0.19, 0.44, 3.82)
Si (1.62, 1.47, 4.89)
C (1.11, 2.05, 6.62)
C (2.96, 0.16, 4.95)
C (2.40, 3.01, 4.11)
Si (-0.56, -1.53, 5.05)
C (-0.42, -1.24, 6.90)
C (-2.27, -2.19, 4.65)
C (0.70, -2.88, 4.65)
H (-2.52, 4.21, 3.92)
H (-1.43, 3.72, 2.61)
H (-0.79, 3.96, 4.26)
H (-3.50, 2.38, 6.00)
H (-2.96, 0.69, 6.14)
H (-1.86, 2.01, 6.58)
H (-3.22, 1.43, 1.90)
H (-3.77, 0.25, 3.13)
H (-4.34, 1.94, 3.19)
H (0.70, 1.24, 7.24)
H (2.01, 2.45, 7.11)
H (0.37, 2.85, 6.55)
H (3.26, -0.14, 3.94)
H (3.85, 0.58, 5.45)
H (2.65, -0.73, 5.51)
H (2.94, 2.76, 3.18)
H (1.66, 3.79, 3.90)
H (3.14, 3.42, 4.81)
H (-1.12, -0.48, 7.27)
H (-0.63, -2.19, 7.42)
H (0.60, -0.93, 7.18)
H (-2.36, -2.45, 3.58)
H (-2.43, -3.11, 5.24)
H (-3.06, -1.47, 4.90)
H (0.54, -3.35, 3.67)
H (1.73, -2.51, 4.67)
H (0.60, -3.67, 5.41)

Computed properties:
* net charge: +1
* strongest force on any atom: 1.6 eV/A
* E_LUMO (spin up / spin down): -4.9647 / -5.7535 eV
* ΔE to the lowest compared entry with this formula, charge and spin: 0.0 kcal per mole

These are the Mulliken partial charges, in e, on atoms 1 to 2: atom 1 (O): -0.368, atom 2 (C): -0.447

# 2
# C28H56Br16O6

A cluster of 11 separate species, C28H56Br16O6 in total (wB97M-V/def2-TZVPD, the OMol25 dataset).

Geometry (Å):
C (-15.88, 2.72, -12.53)
C (-17.39, 2.83, -12.71)
O (-17.92, 3.38, -11.50)
C (-19.15, 2.98, -11.15)
C (-19.61, 3.55, -9.79)
O (-19.85, 2.15, -11.72)
H (-15.41, 2.22, -13.38)
H (-15.60, 2.17, -11.63)
H (-15.46, 3.72, -12.42)
H (-17.64, 3.47, -13.55)
H (-17.84, 1.86, -12.92)
H (-19.33, 2.89, -8.97)
H (-20.69, 3.69, -9.72)
H (-19.20, 4.55, -9.65)
C (-10.40, 10.13, -8.42)
C (-10.59, 8.70, -8.02)
O (-11.17, 8.01, -9.05)
C (-11.55, 6.80, -9.09)
C (-12.30, 6.61, -10.38)
O (-11.32, 5.93, -8.34)
H (-9.84, 10.28, -9.34)
H (-9.96, 10.71, -7.61)
H (-11.32, 10.68, -8.62)
H (-9.68, 8.13, -7.83)
H (-11.24, 8.59, -7.15)
H (-12.69, 7.49, -10.89)
H (-13.22, 6.05, -10.20)
H (-11.68, 6.13, -11.14)
C (-14.78, 7.93, -5.41)
C (-15.33, 6.51, -5.25)
O (-15.67, 5.89, -6.45)
C (-16.73, 6.29, -7.14)
C (-16.83, 5.65, -8.52)
O (-17.59, 7.08, -6.73)
H (-15.43, 8.51, -6.07)
H (-13.80, 7.95, -5.87)
H (-14.66, 8.41, -4.43)
H (-14.77, 5.87, -4.57)
H (-16.25, 6.68, -4.69)
H (-17.88, 5.58, -8.77)
H (-16.40, 4.65, -8.51)
H (-16.16, 6.23, -9.16)
Br (-8.41, 7.27, -2.01)
C (-10.23, 6.87, -2.84)
C (-10.10, 6.14, -4.16)
Br (-11.92, 5.65, -4.84)
H (-10.72, 7.81, -3.11)
H (-10.86, 6.31, -2.16)
H (-9.51, 5.23, -4.09)
H (-9.70, 6.77, -4.95)
Br (-17.82, 9.35, -4.36)
C (-19.05, 7.81, -4.09)
C (-20.36, 8.12, -4.82)
Br (-21.29, 9.60, -3.80)
H (-19.31, 7.62, -3.05)
H (-18.64, 6.89, -4.52)
H (-21.02, 7.26, -4.89)
H (-20.21, 8.39, -5.87)
Br (-14.56, 2.82, -9.24)
C (-12.58, 2.96, -8.98)
C (-11.80, 2.51, -10.29)
Br (-12.38, 0.71, -10.91)
H (-12.33, 2.29, -8.16)
H (-12.36, 4.01, -8.78)
H (-10.72, 2.42, -10.18)
H (-11.88, 3.23, -11.10)
Br (-19.51, 7.02, -10.73)
C (-18.16, 7.03, -12.21)
C (-17.13, 8.11, -11.79)
Br (-15.65, 8.04, -13.10)
H (-18.75, 7.28, -13.08)
H (-17.70, 6.08, -12.50)
H (-16.68, 8.00, -10.80)
H (-17.53, 9.13, -11.80)
Br (-20.87, 1.03, -4.27)
C (-19.90, 2.71, -4.90)
C (-20.66, 3.22, -6.14)
Br (-19.90, 4.96, -6.85)
H (-18.83, 2.53, -5.04)
H (-20.06, 3.52, -4.19)
H (-21.72, 3.36, -5.95)
H (-20.53, 2.43, -6.88)
Br (-16.44, 3.85, -3.64)
C (-15.24, 2.94, -4.87)
C (-14.64, 1.71, -4.27)
Br (-13.70, 0.73, -5.72)
H (-14.47, 3.57, -5.30)
H (-15.84, 2.60, -5.72)
H (-15.41, 1.04, -3.89)
H (-13.93, 2.04, -3.51)
Br (-12.97, 9.11, -2.11)
C (-13.84, 10.87, -2.37)
C (-15.30, 10.87, -1.85)
Br (-16.00, 12.70, -1.99)
H (-13.90, 11.07, -3.44)
H (-13.18, 11.64, -1.94)
H (-15.32, 10.64, -0.78)
H (-15.92, 10.12, -2.32)
Br (-12.61, 3.85, -1.81)
C (-14.04, 4.77, -0.79)
C (-14.27, 6.24, -1.18)
Br (-16.13, 6.81, -0.93)
H (-13.77, 4.58, 0.25)
H (-14.95, 4.19, -0.90)
H (-14.14, 6.31, -2.26)
H (-13.53, 6.89, -0.70)

Computed properties:
* strongest force on any atom: 3.6 eV/A
* E_LUMO: 0.0779 eV
* ΔE to the lowest compared entry with this formula, charge and spin: 0.0 kcal per mole

These are the Mulliken partial charges, in e, on atoms 1 to 2: atom 1 (C): -0.835, atom 2 (C): -0.491

# 3
# C28H56F2N6O20S2

A cluster of 10 separate species, C28H56F2N6O20S2 in total (wB97M-V/def2-TZVPD, the OMol25 dataset).

Geometry (Å):
C (-0.70, -4.00, -6.42)
C (-1.30, -3.38, -5.19)
O (-2.32, -2.66, -5.28)
N (-0.54, -3.54, -4.02)
C (-1.20, -3.43, -2.71)
H (-1.34, -4.07, -7.31)
H (-0.45, -5.01, -6.09)
H (0.14, -3.39, -6.76)
H (0.46, -3.47, -4.14)
H (-2.23, -3.72, -2.51)
H (-1.28, -2.34, -2.71)
H (-0.62, -3.70, -1.83)
C (-5.05, -0.12, -1.97)
C (-3.60, -0.28, -2.31)
O (-3.05, -1.18, -1.66)
N (-2.89, 0.40, -3.26)
C (-3.34, 1.60, -4.00)
H (-5.69, -0.87, -2.44)
H (-5.46, 0.83, -2.31)
H (-5.25, -0.20, -0.91)
H (-1.88, 0.42, -3.30)
H (-3.91, 2.14, -3.24)
H (-3.99, 1.28, -4.81)
H (-2.51, 2.27, -4.24)
C (6.42, -0.50, 0.61)
C (5.31, 0.38, 1.09)
O (5.48, 1.55, 0.73)
N (4.28, -0.22, 1.60)
C (3.06, 0.50, 1.75)
H (6.25, -1.57, 0.75)
H (7.38, -0.36, 1.09)
H (6.47, -0.50, -0.48)
H (4.11, -1.21, 1.74)
H (2.64, 0.84, 0.81)
H (3.18, 1.37, 2.39)
H (2.32, -0.10, 2.28)
C (4.25, 3.60, 6.60)
C (2.88, 3.33, 6.04)
O (1.98, 4.13, 6.33)
N (2.76, 2.22, 5.42)
C (1.52, 1.66, 5.03)
H (4.63, 2.78, 7.21)
H (4.20, 4.47, 7.26)
H (4.90, 3.74, 5.74)
H (3.55, 1.69, 5.09)
H (0.64, 2.19, 5.38)
H (1.46, 0.70, 5.55)
H (1.41, 1.65, 3.95)
C (5.23, -0.21, -6.05)
C (5.25, -0.24, -4.50)
O (6.27, -0.73, -3.96)
N (4.33, 0.54, -3.83)
C (4.17, 0.56, -2.33)
H (6.23, 0.05, -6.41)
H (4.46, 0.48, -6.41)
H (5.08, -1.26, -6.30)
H (3.50, 0.91, -4.27)
H (4.01, 1.59, -2.02)
H (5.11, 0.29, -1.86)
H (3.28, 0.03, -1.99)
C (-1.93, -2.86, 6.13)
C (-1.20, -2.59, 4.88)
O (-1.56, -1.71, 4.13)
N (-0.05, -3.23, 4.77)
C (0.80, -3.11, 3.57)
H (-1.54, -3.74, 6.64)
H (-2.99, -2.99, 5.93)
H (-1.72, -1.89, 6.59)
H (0.09, -4.02, 5.38)
H (0.19, -3.19, 2.67)
H (1.60, -3.85, 3.51)
H (1.14, -2.08, 3.62)
C (-1.80, 4.11, 1.46)
C (-1.70, 3.91, 2.94)
O (-1.91, 5.22, 3.48)
C (-1.70, 6.11, 2.54)
O (-1.83, 7.34, 2.69)
O (-1.47, 5.50, 1.36)
F (-0.58, 3.27, 3.24)
H (-2.80, 3.97, 1.08)
H (-1.27, 3.37, 0.87)
H (-2.55, 3.32, 3.28)
C (-1.04, -0.97, 0.53)
C (-1.07, 0.53, 0.95)
O (-0.53, 1.22, -0.19)
C (0.13, 0.33, -0.98)
O (0.70, 0.62, -2.02)
O (-0.11, -0.94, -0.50)
F (-0.20, 0.58, 1.96)
H (-2.05, -1.32, 0.32)
H (-0.70, -1.66, 1.31)
H (-2.04, 0.81, 1.35)
C (0.72, 0.04, -5.51)
C (-0.30, 0.61, -6.49)
O (0.10, 2.00, -6.73)
S (0.94, 2.63, -5.43)
O (0.24, 3.51, -4.50)
O (2.22, 3.08, -5.94)
O (1.13, 1.14, -4.66)
H (1.66, -0.01, -6.07)
H (0.56, -0.77, -4.80)
H (-1.22, 0.69, -5.91)
H (-0.45, 0.07, -7.43)
C (-5.18, -2.91, 3.37)
C (-4.87, -1.62, 2.62)
O (-6.15, -1.15, 2.29)
S (-7.17, -1.35, 3.60)
O (-8.50, -1.84, 3.27)
O (-7.05, -0.23, 4.53)
O (-6.20, -2.57, 4.19)
H (-4.33, -3.28, 3.94)
H (-5.61, -3.57, 2.62)
H (-4.33, -1.63, 1.68)
H (-4.49, -0.82, 3.26)

Computed properties:
* net charge: -1
* strongest force on any atom: 5.1 eV/A
* E_LUMO (spin up / spin down): 1.6791 / 1.5671 eV
* 2S+1: 2

These are the Mulliken partial charges, in e, on atoms 1 to 2: atom 1 (C): -1.241, atom 2 (C): 0.566